[1]
15
Properties=species:S:1:pos:R:3 method="wB97M-V/def2-TZVPD" relative_energy_kcal_mol=60.2 e_tot_ev=-13819.2871 gap_ha=0.290 total_charge=-1 e_homo_ev=-4.190 largest_force_ev_per_a=4.9
C -1.08 0.43 -0.56
C 0.40 -0.72 1.77
C 0.60 -0.65 0.47
N 1.98 0.50 -2.54
N -0.45 -0.68 -0.46
N 2.09 -0.59 -2.73
O 2.30 -1.69 -2.90
O -2.12 0.73 -1.18
O -3.80 -1.30 -0.37
H -0.71 1.36 0.05
H -3.14 -0.89 0.22
H -0.60 -0.95 2.11
H 1.05 -0.87 2.58
H 1.64 -0.40 0.13
H -3.40 -1.02 -1.23

***

[2]
11
Properties=species:S:1:pos:R:3 method="wB97M-V/def2-TZVPD" relative_energy_kcal_mol=92.3 e_tot_ev=-15615.0281 smiles="CC(=O)N1O[SiH2]1" gap_ha=0.338 total_charge=0 e_homo_ev=-9.437 largest_force_ev_per_a=4.0
C 1.85 -0.35 0.31
C 0.24 -0.98 0.20
O 0.04 -2.18 0.35
N -0.69 0.01 0.15
O -2.13 -0.29 0.13
Si -1.79 1.22 -0.39
H 2.24 -0.65 -0.63
H 2.26 -1.08 0.92
H 2.03 0.73 0.53
H -2.15 2.48 0.27
H -1.89 1.08 -1.85

***

[3]
126
Properties=species:S:1:pos:R:3 method="wB97M-V/def2-TZVPD" e_tot_ev=-180657.8383 gap_ha=0.066 total_charge=+1 e_homo_ev=-11.409 largest_force_ev_per_a=6.7
In 3.19 1.49 -1.49
N 1.05 0.70 -0.01
S 1.06 -0.27 1.25
O 0.14 -1.35 1.30
O 1.54 0.37 2.43
F 2.37 -1.05 0.78
S -0.46 1.39 0.36
O -0.57 2.14 1.55
O -1.56 0.63 -0.08
F -0.31 2.57 -0.69
N 5.37 0.64 -0.15
S 6.81 0.65 -0.97
O 7.21 -0.58 -1.52
O 7.77 1.59 -0.53
F 6.12 1.42 -2.22
S 5.91 0.26 1.31
O 6.34 1.37 2.09
O 6.53 -1.01 1.40
F 4.46 -0.02 1.93
C -4.64 -2.45 3.91
O -4.70 -1.29 4.74
P -3.87 0.01 4.43
O -4.20 1.19 5.20
O -2.38 -0.54 4.55
C -1.32 0.38 4.39
O -3.95 0.13 2.83
C -4.64 1.22 2.22
H -5.60 -2.71 3.46
H -4.26 -3.22 4.57
H -3.94 -2.40 3.08
H -1.62 1.31 3.89
H -0.63 0.03 3.63
H -0.82 0.69 5.30
H -4.86 2.02 2.92
H -5.60 0.89 1.81
H -4.01 1.61 1.41
C -0.09 5.54 0.63
O 0.90 5.28 1.65
P 2.24 4.57 1.22
O 2.21 3.64 0.07
O 3.23 5.76 0.94
C 3.36 6.83 1.88
O 2.71 3.97 2.60
C 3.54 2.80 2.63
H -0.81 6.22 1.06
H -0.56 4.60 0.36
H 0.36 6.00 -0.25
H 2.98 6.63 2.88
H 2.91 7.75 1.50
H 4.42 7.06 1.94
H 3.14 2.12 3.38
H 4.55 3.07 2.94
H 3.69 2.25 1.71
C -2.55 -2.43 -0.27
O -3.56 -3.06 -1.09
P -3.46 -2.96 -2.66
O -2.12 -3.10 -3.25
O -4.52 -4.04 -3.12
C -4.23 -5.42 -2.92
O -4.17 -1.60 -3.05
C -4.73 -1.46 -4.36
H -1.95 -1.73 -0.86
H -1.93 -3.21 0.16
H -3.05 -1.87 0.52
H -4.68 -5.76 -1.99
H -3.16 -5.66 -2.85
H -4.52 -6.00 -3.79
H -5.80 -1.31 -4.23
H -4.63 -2.31 -5.04
H -4.26 -0.60 -4.82
C 4.90 -2.91 -0.27
O 3.87 -3.47 -1.10
P 3.18 -2.66 -2.23
O 2.97 -1.22 -1.93
O 4.01 -3.02 -3.50
C 3.54 -2.79 -4.83
O 1.84 -3.44 -2.46
C 0.77 -3.37 -1.50
H 4.60 -3.03 0.78
H 5.04 -1.86 -0.51
H 5.86 -3.42 -0.37
H 3.71 -3.67 -5.43
H 4.05 -1.93 -5.25
H 2.47 -2.58 -4.87
H 0.70 -4.32 -0.96
H -0.16 -3.21 -2.04
H 0.98 -2.61 -0.75
C 2.95 -2.99 5.49
C 2.04 -2.39 6.59
C 1.18 -1.37 5.82
O 1.27 -1.76 4.47
C 2.55 -2.28 4.18
H 2.87 -4.07 5.37
H 4.00 -2.76 5.64
H 2.65 -1.91 7.35
H 1.39 -3.15 7.03
H 1.52 -0.33 5.93
H 0.14 -1.36 6.12
H 3.17 -1.42 3.90
H 2.46 -2.96 3.34
C -0.33 0.97 -5.15
C -0.95 -0.09 -4.22
C -0.11 0.02 -2.97
O 1.20 0.41 -3.41
C 1.14 0.79 -4.78
H -0.64 1.97 -4.86
H -0.55 0.76 -6.19
H -0.88 -1.09 -4.66
H -2.02 0.06 -4.10
H -0.12 -0.89 -2.38
H -0.52 0.81 -2.33
H 1.57 0.06 -5.47
H 1.69 1.72 -4.93
C -3.95 1.60 -2.35
C -3.44 3.04 -2.37
C -4.72 3.79 -2.81
O -5.84 2.95 -2.61
C -5.42 1.75 -1.99
H -3.40 0.90 -1.74
H -3.83 1.20 -3.36
H -2.62 3.22 -3.07
H -3.12 3.40 -1.39
H -4.63 4.05 -3.87
H -4.84 4.75 -2.31
H -5.99 0.89 -2.35
H -5.56 1.82 -0.90